Record 1
C14H29AlCl5CsFKN3O13P2 | ωB97M-V with the def2-TZVPD basis set

For the LUMO energy, the calculation gives -1.30 eV. Its orbital gap is 0.0418 Eh. The value obtained for the max |F| is 0.136 hartree/bohr.

ORCA input file:
```
! wB97M-V def2-TZVPD RIJCOSX def2/J DEFGRID3
* xyz -1 1
O -1.601 -2.623 1.553
H -0.575 2.698 3.541
H 0.718 -5.419 -1.852
O -6.307 5.771 3.476
K 0.541 -3.482 -4.430
H 0.897 -2.156 0.245
H 2.188 1.135 -2.460
H -0.445 -4.681 4.381
Cs -4.464 -2.393 0.729
Cl 3.809 1.682 -3.079
C -0.017 -0.211 -0.266
O -1.788 4.118 3.694
H 6.720 4.196 -0.236
H 1.117 1.538 -0.537
O 4.938 3.705 -1.181
H -1.708 -4.397 3.163
H -3.550 -0.179 -3.244
C 0.179 1.930 3.366
Cl 1.363 2.549 2.216
H -0.894 0.098 -0.835
C 2.186 -0.837 -2.352
C -0.340 -4.881 -0.048
H 2.481 -1.745 -4.202
H -4.608 -1.594 -3.262
Cl -0.692 -6.530 2.946
H 5.007 5.646 1.384
C 3.659 3.752 -0.728
H -2.799 -2.955 -2.424
O -1.775 6.046 2.133
H -0.131 -4.620 0.984
N 3.167 -1.350 -1.517
O -1.787 3.699 1.245
O 2.721 3.273 -1.255
O -3.813 4.645 2.317
H 1.643 -5.547 -0.310
H -0.762 -5.880 -0.013
H -0.243 0.057 0.788
Cl -0.636 0.470 2.757
O -4.940 7.373 4.126
N 1.825 -1.562 -3.458
H 5.790 5.555 -0.897
H -4.596 -0.622 -1.803
C -2.730 -1.849 -2.064
C 0.087 -1.738 -0.354
C -3.959 -0.988 -2.653
H -1.772 -1.443 -2.403
P -2.290 4.628 2.345
H 5.197 3.896 1.612
H 0.311 -2.032 -1.391
O -2.773 -1.760 -0.580
H 0.840 -1.963 -3.429
Al -1.558 -0.720 -4.023
Cl -2.518 -5.592 5.021
O -1.369 -4.048 -0.622
H 2.113 0.225 -0.035
C 4.924 4.677 0.897
C 5.718 4.592 -0.385
C -1.278 -5.122 3.848
H 3.373 -2.269 -1.892
O -6.495 7.619 2.579
F -3.094 -3.016 -3.919
C 1.262 0.473 -0.670
C -5.854 6.944 3.430
P -1.443 -2.601 0.055
H 0.687 1.678 4.289
H 2.708 -1.556 -0.629
C 0.922 -4.970 -0.885
O 3.595 4.447 0.449
H 1.391 -4.008 -1.071
N 1.552 0.278 -2.125
*
```

Record 2
C57H54As2BKN10PS | ωB97M-V with the def2-TZVPD basis set

For the LUMO energy, the calculation gives 2.03 eV. Its orbital gap is 0.2212 Eh. The value obtained for the max |F| is 0.011 hartree/bohr. Its energy relative to the best compared isomer or geometry (same formula, charge and spin) is 485.1 kJ/mol.

ORCA input file:
```
! wB97M-V def2-TZVPD RIJCOSX def2/J DEFGRID3
* xyz -1 1
C -4.422 3.619 -2.948
H -5.819 0.443 -1.181
C -5.364 -0.376 1.903
C -0.235 1.270 3.874
H -2.572 -1.504 -1.780
N 4.111 2.565 -0.212
C 1.193 -1.109 -4.365
C 2.901 6.445 0.924
C 2.665 -4.897 1.033
C -1.033 -0.616 -5.092
H 0.040 4.635 -0.908
N -1.927 1.774 2.673
C -2.707 -5.852 -0.638
K -0.323 0.641 -0.059
C 0.220 -1.121 -5.360
C -2.286 -5.003 -1.651
C -4.321 2.233 -2.882
C -2.153 5.063 -0.527
N -1.043 3.239 0.164
C 3.747 -5.763 0.965
H -3.349 2.140 4.187
H -7.253 1.448 -4.413
H -5.305 0.380 -3.375
H -0.911 -3.456 -2.217
C -0.565 -4.110 -0.204
As 0.872 -2.791 -0.025
N -0.628 1.411 2.618
C -0.923 4.376 -0.494
C 3.004 3.173 -0.718
C 2.826 2.199 2.756
C -6.553 3.448 -4.052
C 4.290 -4.912 -1.214
H -1.804 -0.585 -5.852
C -2.056 -5.836 0.589
H 1.572 -0.542 -2.329
H 2.824 4.048 3.836
H 3.902 0.201 -1.355
N -3.318 0.653 0.724
H 2.863 -2.446 2.501
H -0.068 -1.670 2.001
C 2.388 -4.028 -0.018
C -2.335 1.861 3.956
C -6.460 2.062 -4.003
H 2.078 6.329 1.633
C 4.236 -0.992 0.402
H -5.301 -2.025 -1.502
S 2.017 2.305 -1.825
N 2.620 4.417 -0.334
H 4.842 -2.318 1.992
C -5.356 1.463 -3.420
C 5.060 -1.943 0.999
C -4.870 0.519 0.821
H 5.891 1.251 4.899
H -2.369 6.021 -0.970
H 5.752 2.755 0.996
C 5.026 1.516 4.303
H -4.059 4.363 0.423
C 3.396 5.090 0.503
H -2.383 -6.493 1.385
H 5.040 -0.323 3.212
C 2.068 -1.705 2.406
N -2.330 3.151 0.563
H 7.320 -2.389 -1.482
H -7.418 3.918 -4.503
N -0.373 -0.133 -2.841
C 0.777 -2.360 1.899
H -3.619 4.222 -2.544
H 3.688 7.032 1.399
C -5.177 -1.684 1.760
C 4.540 0.627 3.355
H 0.446 -1.508 -6.346
B -2.864 2.053 1.491
C -1.224 -4.136 -1.431
C 3.214 -4.039 -1.137
C -4.399 -2.161 0.587
H 1.895 -1.275 3.394
H -5.516 -2.382 2.517
C 4.558 -5.775 -0.162
H -5.595 5.303 -3.565
H -0.505 -4.967 1.770
C -4.700 -1.485 -0.770
C 4.405 2.747 4.485
C 4.871 3.266 0.609
H 2.511 6.983 0.061
H -2.792 -5.004 -2.608
H 2.196 -1.469 -4.544
C 0.845 -0.597 -3.131
H 1.974 2.476 2.142
C -3.018 4.245 0.166
C -3.514 0.364 -0.884
P -2.787 1.506 -2.166
H 2.036 -4.899 1.917
H 0.785 0.991 4.089
H -5.263 1.530 0.906
H 4.785 3.442 5.224
C 6.168 -2.441 0.328
H 3.956 -6.432 1.792
C -1.288 -0.116 -3.806
H 4.931 -4.901 -2.086
C 6.456 -2.000 -0.956
H 6.798 -3.182 0.805
C 4.525 -0.560 -0.892
C 5.631 -1.064 -1.565
C 3.307 3.086 3.710
H -3.880 2.483 1.974
H -3.543 -6.521 -0.800
C -5.000 0.019 -0.609
H -3.206 0.380 -4.232
C -0.991 -4.971 0.802
C -5.534 4.223 -3.524
H -5.867 0.047 2.764
H -1.258 1.514 5.850
N -2.528 0.403 -3.488
H 5.221 5.114 1.676
H 3.024 -3.345 -1.949
C -2.916 -1.565 0.508
H -2.172 -2.345 0.657
C 3.433 0.960 2.579
H 0.537 -3.247 2.489
H -4.375 -3.249 0.501
C 4.586 4.564 0.996
C -1.278 1.540 4.774
H 5.404 -6.450 -0.214
As 2.644 -0.206 1.225
C -3.202 -1.133 -0.977
N -2.562 -0.425 1.258
H 5.853 -0.711 -2.565
*
```

Record 3
C9H14OPtS6Te | ωB97M-V with the def2-TZVPD basis set

For the LUMO energy, the calculation gives 4.45 eV. Its orbital gap is 0.1611 Eh. The value obtained for the max |F| is 0.004 hartree/bohr. Its energy relative to the best compared isomer or geometry (same formula, charge and spin) is 9.1 kJ/mol.

ORCA input file:
```
! wB97M-V def2-TZVPD RIJCOSX def2/J DEFGRID3
* xyz -2 1
H -1.882 2.221 1.979
H -1.983 1.702 0.286
H 2.594 0.889 0.838
H -1.592 -0.391 1.370
H 1.657 -0.084 3.045
C -3.857 0.499 -4.997
H 0.580 1.606 1.958
H -1.004 3.111 0.726
S -4.167 0.049 -3.374
H 2.541 -2.071 0.875
C -0.550 -0.213 1.646
H 1.605 -2.568 2.324
H 0.418 1.124 0.274
C 1.850 -1.739 1.658
H 3.116 -1.021 3.179
O -0.488 -2.786 1.227
C -0.117 1.191 1.225
C 2.434 -0.572 2.447
S -2.188 0.407 -5.376
Pt 0.186 -1.062 -1.411
C -1.318 2.115 1.047
S -5.041 0.973 -6.083
S -2.216 -0.901 -1.274
Te 2.792 -1.273 -1.781
C -1.588 -0.155 -3.833
S 0.124 -0.448 -3.631
H 4.050 -0.002 1.126
S 0.257 -1.585 0.781
C -2.534 -0.326 -2.882
H 3.568 1.261 2.283
H -0.449 -0.408 2.716
C 3.203 0.460 1.631
*
```

Record 4
C4H12N4 | ωB97M-V with the def2-TZVPD basis set

For the LUMO energy, the calculation gives 0.69 eV. Its orbital gap is 0.3138 Eh. The value obtained for the max |F| is 0.034 hartree/bohr. Its energy relative to the best compared isomer or geometry (same formula, charge and spin) is 576.3 kJ/mol.

ORCA input file:
```
! wB97M-V def2-TZVPD RIJCOSX def2/J DEFGRID3
* xyz 0 1
N 1.306 0.649 0.502
H -1.785 -0.865 1.847
H 1.471 -2.208 1.609
H -0.179 3.242 -0.780
C -2.046 -0.945 0.787
H 1.461 3.277 -0.119
H 1.101 2.269 -1.536
N 1.678 -1.524 0.894
N 0.769 -0.473 1.034
N 0.324 1.584 0.340
H 1.601 -1.963 -0.024
H 0.296 -1.033 -1.810
C -0.617 -1.245 -1.254
C 0.705 2.641 -0.579
H -0.514 0.885 -0.038
H 1.900 0.468 -0.328
H -2.493 -1.934 0.640
C -0.843 -0.709 -0.061
H -1.312 -1.921 -1.744
H -2.824 -0.194 0.621
*
```

Record 5
C34H58NO11P | ωB97M-V with the def2-TZVPD basis set

For the LUMO energy, the calculation gives -0.75 eV. Its SMILES is COCCCCN1C(=O)c2ccc([PH2]=O)cc2C1=O.CC(C)=O.CC(C)=O.CC(C)=O.CC(C)=O.CC(C)=O.CC(C)=O.CC(C)=O. Its orbital gap is 0.3122 Eh. The value obtained for the max |F| is 0.096 hartree/bohr.

ORCA input file:
```
! wB97M-V def2-TZVPD RIJCOSX def2/J DEFGRID3
* xyz 0 1
O -0.462 3.188 -4.901
H 7.650 -1.027 2.180
H -4.298 0.620 2.207
P 0.285 2.849 -3.574
C -2.580 -0.228 -2.283
H -0.495 -5.380 5.455
C -3.633 -1.534 0.335
H -2.593 -1.939 0.641
O 6.571 5.163 -2.240
C 3.554 2.439 -1.430
H -3.975 0.757 5.274
C -6.485 0.501 -7.052
H -4.140 -3.044 1.925
C 5.711 -0.416 2.848
C -1.591 -1.358 -1.871
H 9.694 4.175 3.680
H -6.903 1.246 -7.732
H 8.827 5.543 -4.302
O -8.732 -5.406 -1.073
H 11.289 3.455 4.065
H -6.547 -2.152 -6.024
C 0.524 0.114 -2.431
H -2.003 -6.347 5.443
O -5.136 -0.372 -2.563
H -5.778 -0.121 -7.605
C 5.536 -1.280 4.068
O 4.751 0.011 2.232
H 5.369 2.686 -2.532
H 4.613 0.640 -0.965
H 7.638 0.438 3.214
H -5.367 -2.930 0.574
C -7.771 -3.998 -2.730
H -5.376 0.366 3.679
H 4.470 -1.423 4.260
O -2.791 -3.468 6.194
H -5.975 1.019 -6.236
C 7.119 -0.102 2.419
H -10.927 -5.408 -2.269
H 5.166 3.814 -1.158
C -8.891 -4.792 -2.111
H -1.502 -5.486 6.912
H 7.093 0.527 1.526
H -6.878 -4.085 -2.108
H 5.996 -2.256 3.903
H -3.599 -0.400 0.459
C -3.906 -0.384 5.126
C -0.056 -1.251 -1.902
C -2.022 1.110 -2.810
H 7.648 8.025 -2.604
C -7.597 -0.351 -6.502
H 1.665 0.231 -2.462
H -2.732 1.935 -3.132
H -10.605 -3.779 -2.895
H 9.478 6.060 -2.715
H -6.435 -0.930 1.673
H -1.451 -3.862 3.455
H -10.096 -5.223 -3.827
H -4.892 -0.925 5.367
H 5.985 -0.792 4.936
C 4.660 3.301 -1.974
H 0.586 -2.127 -1.572
H -2.959 -4.830 3.441
O 9.160 1.338 4.750
H 10.589 3.290 6.654
C -2.438 -3.990 3.905
C -5.535 -1.335 2.259
C -0.456 1.224 -2.881
C 6.966 7.340 -3.112
H 3.038 0.802 -0.163
H 1.673 2.598 -3.840
N -3.897 -1.906 -1.104
H -8.053 -2.945 -2.793
C 3.935 1.342 -0.474
H -6.743 -1.012 -4.654
H -8.121 -1.976 -5.224
C -2.297 -4.228 5.383
O -2.420 -3.771 -1.438
C 7.345 5.916 -2.804
H 4.410 1.768 0.411
H 8.994 4.011 6.269
C -4.060 -0.761 -2.052
H 6.997 7.507 -4.191
H -7.544 -4.389 -3.725
C 8.719 5.459 -3.218
C -1.522 -5.443 5.821
H 8.854 4.414 -2.933
O 2.389 2.623 -1.752
C 9.574 3.086 6.308
O -8.756 -0.165 -6.824
H -3.019 -3.081 3.739
H 4.238 4.048 -2.649
C -4.706 -2.287 1.266
C -2.580 -2.535 -1.458
H 10.204 2.662 2.905
H 9.095 2.402 7.011
C 10.244 3.243 3.829
C -7.220 -1.444 -5.537
C -10.216 -4.797 -2.828
C 9.616 2.450 4.944
H -3.088 -0.780 5.815
O -3.538 -0.698 3.733
H 5.951 7.529 -2.757
H -5.930 -2.000 3.118
C -4.664 -0.180 2.960
H 0.118 3.860 -2.576
*
```

Record 6
C5H7ClOS2 | ωB97M-V with the def2-TZVPD basis set

For the LUMO energy, the calculation gives 0.55 eV. Its SMILES is CC1(C(=O)Cl)SCCS1. Its orbital gap is 0.3424 Eh. The value obtained for the max |F| is 0.065 hartree/bohr.

ORCA input file:
```
! wB97M-V def2-TZVPD RIJCOSX def2/J DEFGRID3
* xyz 0 1
S 0.788 -0.876 -1.021
C 0.539 0.762 -1.580
C -1.776 -0.430 -0.062
H 2.272 1.487 -0.474
C 1.181 1.551 -0.480
C -0.041 -1.593 1.567
C -0.121 -0.563 0.543
H 0.877 -1.902 1.917
S 0.451 1.087 1.081
H -0.663 -2.492 1.274
H -0.350 -1.266 2.520
O -2.367 -1.321 -0.545
Cl -2.343 1.220 -0.109
H 1.023 2.618 -0.466
H -0.481 0.956 -1.639
H 1.013 0.762 -2.526
*
```

Record 7
C9H27O6Zr | ωB97M-V with the def2-TZVPD basis set

For the LUMO energy (spin up / spin down), the calculation gives -0.14 / -0.22 eV. Its orbital gap (spin up / spin down) is 0.2108 / 0.3287 Eh. The value obtained for the max |F| is 0.047 hartree/bohr.

ORCA input file:
```
! wB97M-V def2-TZVPD RIJCOSX def2/J DEFGRID3
* xyz 0 2
H -1.265 2.531 -3.551
H -2.710 -0.460 0.838
H 0.409 0.139 -0.362
H -2.263 1.033 -0.017
C -4.616 -1.199 -1.039
H 0.553 -3.003 -2.915
O -1.179 1.677 -3.085
O 1.631 2.398 4.070
C 3.339 -1.111 -2.316
H 1.301 2.321 1.287
H 3.211 -0.035 -2.204
H -0.109 0.332 4.079
H 2.330 2.591 3.440
C -0.468 1.360 4.129
O 0.149 -2.199 -3.295
O 1.906 -1.955 -0.451
C -3.063 0.312 0.154
C 0.465 2.285 3.322
H 2.647 -1.465 -3.080
H -3.874 0.872 0.621
H -4.481 -2.061 -0.385
H -0.099 3.208 3.189
H -0.212 1.557 1.436
O 0.323 -0.024 -1.321
H 3.772 -2.697 -1.042
H 4.989 -0.708 -0.124
H -3.832 0.593 -1.824
H -2.286 -1.703 -1.163
Zr -0.664 -0.309 -3.106
H 3.528 0.145 0.225
H -5.047 -1.510 -1.990
C -3.506 -0.253 -1.220
H -1.476 1.372 3.715
H 1.397 -1.178 -0.695
C 3.281 -1.731 -0.925
H -5.330 -0.676 -0.402
H 3.882 -1.365 1.133
H 4.337 -1.322 -2.699
C 0.750 1.644 1.940
C 3.951 -0.859 0.170
O -2.366 -0.949 -1.752
H 1.282 0.700 2.059
H -0.588 1.700 5.158
*
```